(1)
70
Properties=species:S:1:pos:R:3:forces:R:3 method="wB97M-V/def2-TZVPD" total_energy_ha=-2819.9543 homo_lumo_gap_ha=0.1793 e_above_lowest_kcal_mol=0.0 total_charge=+3
Nb 0.078241 -0.612668 -1.247913 5.272 3.050 -1.091
Cl 1.510743 1.339967 -2.014446 -0.194 -0.922 -0.006
S 1.837196 -2.022468 -0.204431 0.229 -0.566 0.302
Si -0.597644 -0.728247 -6.218811 -0.391 0.349 -4.600
Si 2.086509 1.615727 -5.265941 -3.663 0.834 1.275
N 2.265849 -2.188105 2.456959 -0.546 1.192 -1.007
N 0.836747 0.508545 0.655176 0.074 0.647 0.114
N 0.963766 -0.410476 1.730162 1.071 0.441 1.098
C -0.290231 4.861920 -5.715216 -0.078 0.160 0.091
C 0.204896 -0.459183 -4.538511 2.201 -0.741 1.461
C 0.826465 4.020312 -5.594596 -0.493 -0.195 -0.302
C -0.410190 2.666928 -4.050116 -0.547 -0.315 -0.369
C 0.713218 2.806398 -4.898211 0.224 0.507 0.076
C 0.986032 1.053995 -7.909716 0.671 0.175 0.843
C 1.724362 -1.499587 1.434279 0.145 -0.947 0.933
C 2.597085 -0.950025 -4.144079 0.212 0.038 -0.306
C -1.286993 -1.946454 -0.090529 -2.082 0.061 0.840
C 0.924599 -2.656656 -3.624440 -0.551 -0.250 0.681
C -0.387013 -1.979254 -8.709701 0.108 0.165 -0.028
C -1.275325 1.786678 -7.549349 0.177 -0.362 0.214
C 1.204119 2.128542 -8.785113 0.294 0.536 0.058
C 1.347774 -3.483871 -9.468401 -0.089 0.025 0.131
C 1.864688 -3.525234 -8.175929 -0.035 0.218 0.183
C 0.179368 3.038131 -9.035407 0.086 0.062 -0.146
C -1.456979 4.614932 -4.985161 0.151 0.012 -0.149
C -1.479815 3.550444 -4.075563 0.484 -0.054 -0.037
C -1.542106 -2.048947 -1.490783 -0.719 -0.563 0.785
C 1.270186 -2.774898 -7.151888 0.176 -0.047 -0.347
C -1.966275 -0.744088 -1.958245 -0.515 0.081 -0.177
C 0.214202 -2.710518 -9.732769 -0.002 0.101 0.151
C -1.497906 -0.584321 0.308653 -2.592 -1.576 -0.209
C 1.640495 -0.059082 -4.621275 -1.237 -1.363 0.004
C -1.934099 0.154836 -0.846925 -0.452 -0.115 0.943
C 0.141630 -1.990743 -7.405273 0.153 -0.197 0.560
C 2.254792 -2.247646 -3.723547 0.462 0.500 0.096
C -0.076230 -1.772396 -3.964464 -0.188 0.622 -0.504
C -1.057699 2.869319 -8.411708 0.144 0.085 -0.059
C -0.269725 0.846427 -7.298579 -0.376 0.307 0.923
H 1.743740 0.987895 0.514074 -0.366 -0.415 -0.278
H 1.740949 -2.756412 -6.169543 -0.142 -0.195 -0.280
H 0.347598 3.890215 -9.705674 -0.090 -0.451 0.275
H -2.297103 3.394005 -3.365117 0.178 0.212 -0.413
H 0.216839 1.268189 0.957908 -0.059 -0.406 -0.076
H -1.850198 3.599895 -8.593021 0.209 -0.295 0.092
H -2.201259 1.213150 -0.860082 0.136 -0.383 0.027
H -1.127688 -2.801549 0.571118 0.336 0.517 -0.271
H 1.178963 0.045546 2.633400 -0.275 -0.370 -0.536
H -2.341932 5.247019 -5.102916 0.441 -0.099 0.048
H -0.255708 5.706058 -6.403788 0.080 -0.086 0.331
H 3.031562 -2.955699 -3.449458 0.045 0.178 0.026
H 2.754308 -4.109972 -7.958355 -0.146 0.049 -0.082
H -1.572564 -0.261694 1.339035 0.480 0.118 -0.190
H -2.237934 1.683158 -7.051910 0.083 0.034 -0.189
H -0.461874 1.883668 -3.302435 0.050 0.062 -0.238
H -2.352298 -0.503524 -2.940641 0.018 -0.018 0.136
H -0.468694 0.351418 -4.219463 -0.048 -0.045 -0.365
H -2.071444 -0.880629 -6.161120 0.190 0.092 0.709
H 2.228790 -1.824955 3.410965 0.081 -0.290 -0.388
H 3.631752 -0.592592 -4.064907 -0.304 -0.482 -0.231
H -0.181901 -2.649317 -10.745800 0.052 -0.065 0.276
H -1.228444 -1.325519 -8.950730 0.089 -0.272 0.033
H 1.814894 0.363517 -7.734501 -0.196 -0.375 -0.402
H 2.185204 2.268575 -9.253222 -0.418 -0.131 0.165
H -1.118783 -2.092162 -3.962524 0.304 0.043 0.147
H 0.642642 -3.637162 -3.210512 0.361 0.405 -0.473
H 2.840817 -2.999916 2.274958 -0.132 -0.011 0.001
H 1.784311 4.255794 -6.060510 -0.379 0.155 -0.310
H -1.541162 -2.975181 -2.049724 -0.038 0.095 0.210
H 1.832627 -4.037415 -10.274409 -0.170 0.140 0.277
H 3.238553 2.103363 -4.635895 2.046 0.336 -0.458

---

(2)
45
Properties=species:S:1:pos:R:3:forces:R:3 method="wB97M-V/def2-TZVPD" total_energy_ha=-1146.4085 homo_lumo_gap_ha=0.3548 e_above_lowest_kcal_mol=145.3
O 3.537348 -0.303778 -0.028095 -2.804 0.513 1.081
O -0.334527 -3.618565 -0.461632 2.349 -3.716 1.896
O 1.510258 2.372866 3.407740 0.128 -0.102 -0.129
O 0.017941 -0.089064 2.657797 0.236 -0.238 0.301
O -1.469863 -2.159591 -1.154608 -2.211 3.721 -2.026
O -4.815209 -0.141035 -1.813054 0.009 -0.199 -0.190
O 3.395795 -2.485448 -2.239032 -0.366 0.039 -0.117
O -3.850328 3.069392 -1.990698 0.341 0.107 0.026
O -1.871761 -2.408341 3.014871 0.443 -0.374 0.097
O 0.159349 3.729493 -0.234623 -0.207 -0.187 -0.281
O 5.426712 -0.569529 -0.856091 2.537 -0.321 -1.142
O 0.349517 0.365154 -0.342305 1.669 -0.298 -0.210
O -3.775190 -1.090043 1.402269 -0.301 -0.112 -0.296
O -1.897834 0.694941 -0.308040 -1.259 0.599 -0.245
O 3.075393 2.619189 -0.238690 0.144 -0.204 -0.089
H -2.974013 -1.533698 1.702728 -0.059 0.016 0.267
H 2.586647 -2.982353 -2.404423 0.089 -0.059 0.014
H -0.322216 4.159703 -0.950168 0.081 0.153 0.101
H 3.187608 -1.948904 -1.465877 0.345 -0.070 0.169
H -1.967287 1.646526 -0.444618 -0.558 -0.070 -0.011
H 0.942461 2.577796 2.656341 0.085 0.188 0.100
H -4.837616 -1.007293 -1.391052 0.043 0.147 -0.029
H -0.994544 -2.054244 2.830221 -0.136 0.315 -0.031
H -0.986540 -2.550756 -1.891072 -0.208 0.009 0.330
H -0.641421 -3.136871 0.314755 -0.053 -0.093 -0.367
H 2.509935 2.305801 -0.953557 -0.152 0.328 0.090
H -4.174017 -1.716726 0.788106 0.057 0.114 0.127
H 1.180309 1.525296 3.726721 -0.168 0.098 0.058
H 3.463337 0.188805 0.797056 -0.189 -0.361 0.347
H -4.474846 3.801719 -1.939083 -0.059 -0.131 0.034
H 0.770892 -0.664822 2.832600 0.119 0.082 -0.015
H 3.091466 0.254314 -0.675174 0.115 -0.131 -0.117
H 3.413417 1.811476 0.164211 0.091 0.575 0.006
H 0.264030 0.853693 -1.168751 0.037 0.087 0.153
H 6.251883 -0.829289 -1.281070 0.210 -0.011 -0.146
H -1.847851 -2.615159 3.955958 -0.206 0.030 -0.102
H -1.788521 0.337857 -1.196596 -0.272 0.366 0.118
H -0.427660 3.019850 0.049661 0.114 -0.017 0.160
H 1.166650 -0.134776 -0.448855 0.211 -0.216 0.097
H 5.412458 0.390652 -0.938795 0.115 -0.147 0.020
H 0.336372 0.512850 1.975675 -0.218 -0.178 -0.393
H -2.995783 3.498106 -2.112954 -0.158 0.054 -0.104
H -3.875455 0.060950 -1.884151 -0.236 0.089 0.210
H -0.392844 -4.544721 -0.201201 0.374 -0.235 0.133
H -1.334456 -1.211420 -1.262441 -0.118 -0.162 0.106